DFT (ωB97M-V/def2-TZVPD) results for a 2-piece molecular cluster, C5H2N overall.

```
8
Properties=species:S:1:pos:R:3:mulliken_charge:R:1
C -1.02532 -1.16622 -1.20178 -0.379
H -0.01761 -0.03589 -2.68068 0.379
C 0.86976 1.04321 2.46899 -0.016
H 0.24305 1.21186 3.32899 0.328
C 0.08768 -0.22897 -1.58269 0.188
N 0.99082 0.23754 -0.93634 -0.046
C 0.89368 0.55765 1.38853 0.058
C -2.04206 -1.61918 -0.78501 0.489
```

charge = +1
relative energy (zero: lowest compared OMol25 entry of this formula, charge and spin) = 824.6 kJ/mol
2S+1 = 1
Kohn-Sham gap (alpha / beta) = 7.54 / 7.26 eV
LUMO level (alpha / beta) = -8.68 / -9.25 eV
DFT total energy = -245.6399 Eh

***

DFT (ωB97M-V/def2-TZVPD) results for C4H8OS as an isolated structure.

```
14
Properties=species:S:1:pos:R:3:mulliken_charge:R:1
H 0.28945 -1.28883 -2.15053 0.369
H -1.30701 0.89962 -1.33787 0.243
H 0.44004 1.39677 -1.41538 0.373
C 0.40285 -1.33554 0.16580 -0.655
H -0.13330 -2.16753 0.71833 0.345
H 1.45071 -1.19623 -0.06305 0.312
C -0.21922 -0.87950 -1.23489 -0.582
H -1.33445 -1.21566 -1.35389 0.253
H 0.65486 1.42311 2.83539 0.272
C -0.28240 0.67112 -1.00305 -0.555
C 0.41605 1.56054 1.76285 -0.845
H 1.36779 1.70705 1.18812 0.213
O -1.53742 0.07376 1.11012 -0.631
S -0.20796 0.35131 0.77806 0.889
```

relative energy (zero: lowest compared OMol25 entry of this formula, charge and spin) = 463.3 kJ/mol
2S+1 = 1
Kohn-Sham gap = 9.13 eV
LUMO level = 0.76 eV
DFT total energy = -630.4585 Eh

***

DFT (ωB97M-V/def2-TZVPD) results for a single C3H3BrCl2 molecule.

```
9
Properties=species:S:1:pos:R:3:mulliken_charge:R:1
C -1.01727 -0.30962 0.09773 0.013
C -0.11441 0.55976 -0.69004 -0.283
H -0.14306 0.29605 -1.68242 0.370
Cl 2.16930 -1.04829 -0.21660 -0.114
H 0.98117 0.38797 1.17049 0.317
C 1.12516 0.23434 0.08887 -0.336
Br -1.60390 0.28457 1.71594 -0.060
Cl -1.12091 -2.05457 -0.17397 -0.128
H -0.27608 1.64980 -0.31001 0.222
```

relative energy (zero: lowest compared OMol25 entry of this formula, charge and spin) = 233.1 kJ/mol
2S+1 = 1
Kohn-Sham gap (alpha / beta) = 8.06 / 8.05 eV
LUMO level (alpha / beta) = 0.05 / -0.10 eV
DFT total energy = -3610.3832 Eh

***

DFT (ωB97M-V/def2-TZVPD) results for C22H36O3P2Pd as an isolated structure.

```
64
Properties=species:S:1:pos:R:3:mulliken_charge:R:1
H -3.77551 -1.66813 -2.32189 0.452
H -2.75562 -2.28688 -3.65401 0.558
C -0.60749 -1.61024 0.34920 0.186
H 5.34550 2.65555 5.13686 0.422
H 2.35034 -2.59494 2.04403 0.428
C -2.74669 -1.73350 -2.71099 -1.112
C -2.27270 -4.15825 -0.66916 -1.116
C 1.08423 2.15482 1.84818 1.035
O 0.07957 1.45359 2.31256 -0.889
H -1.25694 -0.29763 -3.56156 0.551
H -1.52930 2.15075 -3.84005 0.287
H -1.48187 4.33267 0.17295 0.441
H -3.69076 1.60376 0.04131 0.482
H -4.48756 0.92094 -1.42487 0.377
H 5.40340 3.61986 2.84692 0.452
C -2.17560 3.57431 0.55251 -1.167
P -1.98526 0.57901 -1.41542 0.722
C -0.50616 -0.24835 -0.30614 1.736
H 1.92515 -1.97014 -2.04562 0.148
H 3.53297 -1.30654 -1.71754 0.522
H 3.43023 3.33509 1.31601 0.498
H -1.75771 3.68217 -2.91675 0.343
H -2.38964 -4.92938 -1.45314 0.487
C 2.27381 2.32244 2.78302 0.384
C 4.48827 2.52763 4.48663 -0.468
H 3.35269 1.37257 5.89264 0.487
H 0.34330 -0.45957 -2.36503 0.516
Pd -1.92549 2.74403 -1.26423 -0.027
C 1.95040 -0.08790 -0.91423 -0.331
H 2.45025 0.75406 -1.44967 0.461
H -3.21227 -3.98922 -0.12046 0.395
C -2.13976 2.62528 -3.07938 -1.253
H -3.84516 -0.18544 -0.15367 0.364
H -0.40012 0.56393 0.48191 -0.947
H 0.38152 -0.79017 2.05028 0.022
C 2.23412 1.70899 4.09183 0.438
H 0.53112 -3.48759 -2.02045 0.400
H 0.05747 -2.52020 2.16908 0.630
O 1.14305 2.64899 0.71373 -0.658
C -2.23153 -0.32594 -3.04399 -0.943
H -3.22179 2.41870 -2.97972 0.495
H -0.77527 -4.33996 -2.85047 0.566
C 0.57468 -0.38694 -1.29964 -1.436
C 2.54246 -1.45847 -1.24887 -0.605
C -0.40507 -3.35560 -2.56988 -1.458
C 1.85526 -2.18081 1.14085 -0.427
H -0.22499 -2.75739 -3.45942 0.358
H -2.91130 0.24233 -3.71605 0.635
H 0.49490 1.13616 3.59485 0.396
C 2.50845 -2.35550 -0.03149 -0.461
H 3.21611 -3.17940 -0.14058 0.390
H -1.81876 3.00250 1.41096 0.232
H -1.59943 -1.88796 0.75518 1.011
C 4.53862 3.08026 3.20870 -0.547
O 1.16384 1.04088 4.49186 -0.582
H 1.99504 0.17887 0.15612 -0.005
P -1.70512 -2.62840 -1.55398 1.051
C 0.47627 -1.73593 1.50092 -0.995
C 3.37625 1.83302 4.90977 -0.480
C -3.69524 0.75748 -0.67580 -1.130
H -0.22388 -2.38037 -0.37084 -0.756
H -1.52176 -4.51251 0.06867 0.370
H -3.26508 3.83265 0.47101 0.469
C 3.44156 2.95599 2.34643 -0.402
```

charge = +2
relative energy (zero: lowest compared OMol25 entry of this formula, charge and spin) = 72.4 kJ/mol
2S+1 = 5
Kohn-Sham gap (alpha / beta) = 7.78 / 5.84 eV
LUMO level (alpha / beta) = -5.49 / -8.14 eV
DFT total energy = -1895.2324 Eh

***

DFT (ωB97M-V/def2-TZVPD) results for a single C5H8N2O molecule.

```
16
Properties=species:S:1:pos:R:3:mulliken_charge:R:1
O 0.96661 -0.24393 -3.05080 -0.608
C -0.25340 -1.69913 1.95651 -0.695
C -0.70097 0.20360 0.31009 0.392
H -2.74724 0.77574 0.93824 0.303
N 0.92796 0.12433 -1.39383 0.563
H 0.31913 0.22594 -3.60096 0.324
N -0.10268 0.54144 -0.94126 -0.667
H -0.80861 -2.63097 2.06843 0.248
H 0.58523 -1.39317 2.64061 0.220
H -1.97404 2.05421 0.10308 0.321
C 2.21228 0.02246 -0.95542 -0.401
H -1.51507 1.70245 1.83120 0.283
C -1.80081 1.29121 0.87373 -1.013
H 2.88977 -0.23796 -1.77954 0.288
H 2.46184 0.17445 0.08459 0.292
C -0.46000 -0.91066 0.91532 0.151
```

relative energy (zero: lowest compared OMol25 entry of this formula, charge and spin) = 733.2 kJ/mol
2S+1 = 1
Kohn-Sham gap (alpha / beta) = 8.33 / 8.33 eV
LUMO level (alpha / beta) = 0.40 / 0.40 eV
DFT total energy = -379.8089 Eh

***

DFT (ωB97M-V/def2-TZVPD) results for a 2-piece molecular cluster, C2H5INO overall.

```
10
Properties=species:S:1:pos:R:3:mulliken_charge:R:1
O 0.93441 -1.09072 1.11196 -0.623
H -1.17477 0.41322 -0.62672 0.211
H -1.46600 -0.85725 0.46183 0.139
H 2.00909 1.21402 0.46419 0.231
I -4.04047 -1.98943 0.06958 -0.897
C 0.45992 -0.22405 0.39404 0.521
H 0.79453 1.57013 -0.78416 0.304
C 1.36087 0.77818 -0.29632 -0.797
N -0.87938 -0.06666 0.20627 -0.313
H 2.00180 0.25258 -1.00066 0.225
```

charge = -1
relative energy (zero: lowest compared OMol25 entry of this formula, charge and spin) = 22.9 kJ/mol
2S+1 = 1
Kohn-Sham gap = 7.01 eV
LUMO level = 3.38 eV
DFT total energy = -507.0204 Eh

***

DFT (ωB97M-V/def2-TZVPD) results for C18H31Cl2N4O3STl as an isolated structure.

```
60
Properties=species:S:1:pos:R:3:mulliken_charge:R:1
C -2.05285 1.12010 1.08490 0.640
H -0.66049 -0.91425 6.74198 0.166
H 4.07903 0.29487 -2.12022 0.385
H -1.89674 -0.34736 2.54891 0.270
C -2.44944 0.53385 2.20545 0.070
H 0.07120 -1.95441 5.54585 0.223
H 2.16640 4.08000 -6.00028 0.356
H -1.72699 0.97537 -5.84607 0.370
C 3.25910 -0.74153 0.82429 0.022
H -4.18040 1.74362 2.74564 0.347
C 1.29184 3.42483 -5.93477 -0.518
H -3.18250 1.23648 4.13587 0.229
H 2.59273 -0.57783 -1.60138 0.308
H -1.06638 0.27786 -3.36461 0.245
H 2.69395 1.20336 -1.44811 0.305
N 3.82370 0.10144 -0.06301 0.274
H -0.02907 -2.80506 0.20134 0.197
S 1.07788 -0.13609 3.67223 -0.203
C 0.29713 3.51116 -6.92388 -0.351
H -1.37716 -5.58821 2.76084 0.319
C -1.86790 -4.73651 2.27823 -0.898
H -0.19007 -4.78690 -0.66926 0.228
H -1.95217 -3.90856 2.98320 0.187
H -0.28735 -6.13033 0.51957 0.318
Tl -0.19701 0.27876 0.03100 0.869
H -4.25598 0.07338 3.34254 0.295
Cl 1.38633 2.11656 0.67461 -0.483
H 5.59590 1.15368 -0.42699 0.275
C 1.12946 2.54454 -4.85681 -0.218
C -0.76454 2.59258 -6.91250 -0.496
C -0.07066 1.80629 -4.70008 0.251
N -0.13054 1.24277 5.59674 -0.448
H 4.36051 2.07302 0.47470 0.272
H -0.50294 1.35832 6.52904 0.185
O 2.19343 -1.35502 0.64139 -0.576
H -1.74611 -5.62023 -0.36741 0.318
Cl -1.43355 -1.36841 -1.47499 -0.565
N -0.20390 -1.02265 5.84263 -0.446
O -0.71207 -2.20167 2.02151 -0.697
C -0.92890 1.72420 -5.81977 -0.309
C -2.65474 2.24334 0.32600 -1.245
N -1.09650 -4.28906 1.13807 0.136
C 3.25921 0.26306 -1.39228 -1.070
C 4.81597 1.08128 0.34054 -0.836
C 0.22565 0.02755 5.10834 0.398
H 1.93202 2.42203 -4.12652 0.309
H 3.83390 -0.80602 1.77580 0.319
H -1.91974 3.04811 0.19758 0.284
H -2.93951 1.90377 -0.67932 0.232
C -0.47059 1.22449 -3.37606 0.106
H -1.49559 2.58280 -7.73579 0.340
O -0.14544 1.75545 -2.31269 -0.421
H 0.27892 2.04624 5.13320 0.227
C -3.57838 0.92137 3.15842 -1.319
C -0.57717 -3.04429 1.12292 0.356
C -0.81458 -5.26346 0.09472 -0.898
H 5.26231 0.75933 1.28663 0.310
H 0.34926 4.26683 -7.71633 0.361
H -3.55105 2.64238 0.81802 0.380
H -2.86684 -5.05723 1.96642 0.315
```

relative energy (zero: lowest compared OMol25 entry of this formula, charge and spin) = 216.1 kJ/mol
2S+1 = 1
Kohn-Sham gap = 6.93 eV
LUMO level = -0.63 eV
DFT total energy = -2640.2657 Eh

***

DFT (ωB97M-V/def2-TZVPD) results for a single C5H13NO molecule.

```
20
Properties=species:S:1:pos:R:3:mulliken_charge:R:1
C -0.26773 -0.13171 -0.48496 0.655
H 0.17767 -1.11419 -2.39378 0.338
C 0.11911 -1.29804 0.45328 -0.925
H 1.34762 1.46034 -2.40647 0.255
H -1.51582 -1.24160 -1.80988 0.454
H -1.57048 -1.37076 1.90864 0.288
H 1.43941 2.72158 -1.12104 0.340
N 0.83691 0.84052 -0.45393 -0.431
H -0.19381 0.29150 3.15410 0.298
H 1.19316 -1.28430 0.60153 0.398
H -0.24064 -2.26174 0.08419 0.285
C -0.51822 -1.11336 1.85009 -0.500
H -1.16126 0.35729 -0.06599 0.242
H 0.13361 -1.68871 2.51263 0.397
C 0.90373 1.84992 -1.49293 -0.971
H -0.96191 0.26598 -2.48244 0.410
C -0.64146 -0.59381 -1.88968 -1.596
H 0.88196 1.21239 0.48603 0.274
O -0.33407 0.27461 2.20506 -0.509
H -0.10252 2.21886 -1.77307 0.297
```

SMILES = CN[C@@H](C)CCO
relative energy (zero: lowest compared OMol25 entry of this formula, charge and spin) = 125.0 kJ/mol
2S+1 = 1
Kohn-Sham gap = 9.05 eV
LUMO level = 0.89 eV
DFT total energy = -328.2712 Eh

***

DFT (ωB97M-V/def2-TZVPD) results for C22H29N3Tc as an isolated structure.

```
55
Properties=species:S:1:pos:R:3:mulliken_charge:R:1
H 2.55583 -1.66022 3.87649 0.243
N -0.01066 -3.26985 0.78949 0.380
H 0.89309 -3.68607 -0.98827 0.544
H -3.39621 -0.49447 -3.27858 0.430
H 4.73145 -0.19452 3.43723 0.392
C 2.60494 -0.62562 3.53594 -0.349
H 2.79365 -0.23403 -0.81443 0.575
H 2.84593 0.97017 0.47384 0.716
H -4.33031 3.91980 1.00330 0.454
H -0.44881 -3.06665 2.78069 0.347
H 4.14987 -1.19216 2.10749 0.323
H 1.25765 -2.68267 2.39388 0.314
C -2.55356 -0.94628 -2.75556 -0.677
H -2.08382 -3.54706 0.51599 0.375
C -3.25258 2.20275 1.73812 -0.733
H 3.80404 0.52668 2.13426 0.190
H -1.89833 0.53209 2.17962 0.417
H 1.43857 -2.17183 -0.26165 0.140
C -1.74867 -0.14533 -1.93842 -0.196
H -0.86270 4.88273 -1.92819 0.389
C -0.44038 -2.09405 -1.33934 0.657
C 0.54829 -2.78951 -0.45284 -1.108
C 0.79624 4.00473 -3.01699 -0.568
C 3.88721 -0.35808 2.76078 -0.902
C -1.26017 2.92059 -0.03266 0.533
H -1.05068 -4.88394 -0.05646 0.348
H 2.46489 2.80936 -3.78533 0.432
C -0.14763 4.06902 -1.99831 -0.568
N 0.65280 2.00703 -1.05738 0.287
H 2.56530 0.02046 4.41859 0.403
C -3.40817 3.34515 0.94844 -0.510
H -1.94423 0.92674 -1.87809 0.334
H 2.66668 -0.75296 0.86453 0.114
H -0.04977 -1.51782 1.98323 -0.090
C -1.16159 -2.84696 -2.27312 -0.629
H -0.85439 -3.87948 -2.45235 0.462
H -1.28585 -4.61177 1.69893 0.385
H 2.19084 1.03871 -2.11196 0.296
C 2.34473 0.03060 0.15745 -1.631
H 1.69807 -0.41997 2.96960 -0.101
H -4.01324 1.88187 2.45183 0.417
C 0.21275 -2.60171 2.03343 -0.305
C -2.39450 3.73239 0.08674 -0.595
H 0.86010 4.77014 -3.79150 0.450
C -2.10197 1.43745 1.60870 -0.057
H -2.88467 -2.92241 -3.56122 0.431
H -2.45735 4.61960 -0.54336 0.388
N -1.13161 1.79332 0.72131 0.011
C 1.67597 2.92048 -3.04301 -0.818
C -2.26221 -2.29521 -2.92655 -0.709
Tc 0.33637 0.38545 0.19436 -0.201
C 1.55457 1.92439 -2.08648 -0.151
C -0.22412 3.06161 -1.02629 0.488
C -0.70954 -0.72315 -1.19102 1.052
C -1.16215 -4.11954 0.72510 -0.817
```

charge = +2
relative energy (zero: lowest compared OMol25 entry of this formula, charge and spin) = 0.0 kJ/mol
2S+1 = 4
Kohn-Sham gap (alpha / beta) = 6.91 / 4.82 eV
LUMO level (alpha / beta) = -6.84 / -9.09 eV
DFT total energy = -1100.0811 Eh